[1]
C9H12O2 | ωB97M-V with the def2-TZVPD basis set

Geometry as XYZ:
```
23
Properties=species:S:1:pos:R:3:forces:R:3
O -0.74379 -0.88510 -3.21523 0.59 0.76 1.42
C 0.09700 -0.87840 -2.32494 -0.84 -0.46 -1.13
C 0.24322 0.16785 -1.20407 -0.46 -0.54 -0.06
C -1.14291 0.79258 -0.84492 -0.20 0.28 -0.01
C -1.40403 0.36236 0.62386 0.34 1.29 -0.18
C -0.52246 1.31254 1.46945 -0.73 -0.94 0.31
C 0.88979 0.78667 1.16429 0.04 0.15 0.12
C 0.66369 -0.40028 0.19224 1.13 -0.32 0.15
C 1.87828 -1.33870 0.21619 -0.25 0.63 -3.13
O 2.54023 -1.50779 -0.80970 -0.61 0.09 2.11
C -0.65484 -0.93833 0.73394 0.10 -0.58 0.52
H 0.80709 -1.70090 -2.38066 0.54 -0.06 0.44
H 0.99402 0.88687 -1.59596 -0.45 -0.24 0.33
H -1.06256 1.88200 -0.94774 -0.38 -0.22 0.10
H -1.97145 0.44431 -1.46462 0.42 -0.03 -0.38
H -2.44525 0.30927 0.94704 0.04 0.18 -0.27
H -0.63691 2.35074 1.18153 -0.15 0.15 0.10
H -0.81122 1.17408 2.51155 0.27 0.27 0.17
H 1.40519 0.46374 2.08277 -0.02 0.12 -0.38
H 1.44007 1.57972 0.68195 0.63 0.07 -0.04
H 2.10581 -1.87163 1.13417 0.17 -0.15 0.54
H -1.06104 -1.68260 0.06642 -0.25 -0.54 -0.03
H -0.60792 -1.30899 1.78244 0.07 0.08 -0.69
```
Positions in Å, forces in eV/Å.

The value obtained for the energy is -500.590261 hartree. Its LUMO energy is 0.7 eV. Its largest force on an atom is 0.062 Eh/bohr. The spin multiplicity is 1. Its structure (SMILES) is O=C[C@H]1C[C@@H]2CC[C@@]1(C=O)C2. Its net charge is 0.

natural (NBO) population analysis, charges in e, atoms 1 to 2: -0.530 0.436

=====

[2]
H3PSSi | ωB97M-V with the def2-TZVPD basis set

Geometry as XYZ:
```
6
Properties=species:S:1:pos:R:3:forces:R:3
Si 1.76062 0.79141 -0.26151 1.45 -1.73 0.43
P 3.02706 -0.70030 0.26632 -1.61 1.87 -0.60
H 0.83993 1.75662 -0.91935 0.15 -0.11 0.16
S -2.37083 -0.26585 -0.00373 1.22 0.86 -0.25
H -2.23749 -1.35850 0.67312 -0.58 -1.44 0.73
H -1.01929 -0.22337 0.24515 -0.63 0.55 -0.46
```
Positions in Å, forces in eV/Å.

The value obtained for the energy is -1030.706076 hartree. Its LUMO energy is -0.8 eV. Its largest force on an atom is 0.049 Eh/bohr. The spin multiplicity is 1. Its structure (SMILES) is [SiH]#P.S. Its net charge is 0.

natural (NBO) population analysis, charges in e, atoms 1 to 2: 0.388 -0.284

=====

[3]
C37H45BMnN6OP | ωB97M-V with the def2-TZVPD basis set

Geometry as XYZ:
```
92
Properties=species:S:1:pos:R:3:forces:R:3
Mn -0.30562 -0.74935 0.93678 0.04 -0.49 -0.14
C -2.06174 -1.59304 3.92058 0.12 0.10 -0.09
C -1.00017 -0.56032 4.10698 -0.01 0.03 -0.02
C -0.48435 -0.02612 5.29507 0.05 0.02 0.05
C 0.51277 0.84413 4.90038 -0.11 -0.09 0.04
C 1.40911 1.66420 5.76940 0.00 0.05 -0.10
N 0.56704 0.82636 3.55246 0.04 0.25 0.19
N -0.36474 -0.03212 3.06972 0.04 -0.07 -0.31
B 1.51173 1.67931 2.66575 -0.31 -0.26 -0.40
N 0.75153 2.66929 1.75875 -0.02 0.22 0.23
N -0.15441 2.30381 0.82104 -0.18 0.11 -0.06
C -0.53740 3.42557 0.21121 0.10 0.02 0.35
C -1.51860 3.49786 -0.91007 -0.01 -0.19 0.00
C 0.12060 4.53060 0.77470 0.04 0.04 -0.07
C 0.93289 4.00598 1.75284 0.08 0.22 0.04
C 1.85973 4.74313 2.66541 -0.02 -0.11 0.00
N 2.39310 0.76133 1.78863 0.21 -0.06 0.13
N 1.87296 -0.18359 0.96670 -0.17 -0.09 0.01
C 2.88927 -0.80584 0.38025 -0.06 0.11 -0.02
C 2.65795 -1.90839 -0.59719 -0.08 0.11 0.05
C 4.09687 -0.24610 0.81919 0.07 -0.04 0.06
C 3.73897 0.73959 1.71775 -0.03 -0.05 -0.15
C 4.62643 1.66310 2.48603 -0.12 0.00 0.02
H -1.75414 -2.53131 4.38440 -0.04 -0.03 -0.04
H -3.00803 -1.28324 4.36687 0.00 0.03 0.00
H -2.20251 -1.77442 2.85552 -0.04 -0.11 0.07
H -0.78572 -0.24800 6.30581 0.01 -0.02 0.00
H 1.18699 1.45117 6.81389 0.00 0.00 0.01
H 2.45969 1.43670 5.58372 -0.01 0.01 0.02
H 1.26861 2.73252 5.59676 0.02 0.00 0.01
H 2.20864 2.32496 3.38627 0.09 -0.09 0.03
H -1.10437 3.09129 -1.83435 -0.04 0.07 0.00
H -2.41168 2.92747 -0.68040 -0.22 -0.15 0.00
H -1.79662 4.53795 -1.08251 -0.02 -0.02 0.00
H 0.01960 5.56653 0.49325 0.00 0.01 0.02
H 1.80662 5.80712 2.44005 0.01 0.02 0.01
H 1.58821 4.59610 3.71237 0.05 0.03 0.00
H 2.89235 4.41208 2.54059 -0.02 0.06 0.04
H 1.58538 -2.04486 -0.73395 0.02 -0.12 -0.08
H 3.11677 -1.67224 -1.55867 -0.03 0.00 -0.03
H 3.07634 -2.84884 -0.23470 -0.02 -0.01 0.01
H 5.09726 -0.52864 0.53479 0.00 0.01 -0.03
H 5.66705 1.43814 2.25849 0.01 -0.01 0.00
H 4.43246 2.70472 2.22458 0.03 -0.01 0.02
H 4.47144 1.55868 3.56087 0.04 0.02 0.00
C -2.54754 -0.61596 -7.12888 0.03 -0.02 0.03
C -2.52811 -1.84969 -6.49459 -0.11 0.03 -0.13
C -1.95049 -1.97456 -5.23997 0.08 0.08 0.09
C -1.38384 -0.87374 -4.59798 -0.03 -0.08 -0.01
C -1.39859 0.36028 -5.25108 -0.05 -0.14 0.04
C -1.97874 0.48606 -6.50268 -0.04 0.08 -0.07
P -0.73725 -1.13392 -2.89072 -0.01 0.19 0.12
C 0.52672 0.19957 -2.89249 0.14 -0.14 0.13
C 1.53574 0.12593 -3.85698 0.02 0.03 0.05
C 2.53836 1.07974 -3.90469 0.01 -0.07 0.00
C 2.55406 2.11752 -2.97848 -0.02 0.05 -0.03
C 1.58267 2.17184 -1.99143 0.12 0.05 0.00
C 0.58596 1.20630 -1.93705 -0.11 -0.23 -0.15
C -2.13149 -0.50106 -1.85914 0.00 -0.18 -0.06
C -3.35684 -0.20425 -2.46721 0.07 0.04 0.11
C -4.48113 0.04772 -1.69659 -0.07 0.00 0.02
C -4.38644 -0.03422 -0.31696 -0.09 0.10 0.05
C -3.15903 -0.29813 0.27517 0.16 -0.03 -0.08
C -1.97623 -0.53666 -0.45307 -0.02 0.36 0.00
H -3.00210 -0.51121 -8.10636 0.00 -0.01 0.00
H -2.97667 -2.70890 -6.97889 0.03 -0.03 0.03
H -1.94302 -2.93389 -4.73480 0.00 -0.01 -0.02
H -0.96412 1.22659 -4.76870 0.00 0.01 0.02
H -2.00579 1.45517 -6.98722 0.04 -0.01 -0.01
H 1.52428 -0.68479 -4.57790 0.02 0.01 -0.03
H 3.31585 1.00583 -4.65612 -0.02 0.04 -0.02
H 3.32081 2.88097 -3.03451 0.03 -0.03 0.05
H 1.58842 2.97114 -1.25887 0.03 -0.04 0.04
H -0.14597 1.22474 -1.13998 0.06 0.04 -0.13
H -3.44994 -0.16805 -3.54419 0.01 -0.01 -0.04
H -5.42532 0.29737 -2.16754 0.01 -0.05 -0.03
H -5.26939 0.12298 0.29534 0.03 0.01 0.01
H -3.12821 -0.34054 1.36338 -0.01 0.09 -0.03
C 0.34584 -4.93576 1.78251 -0.13 0.08 -0.07
C -0.60786 -4.03697 0.97286 -0.14 -0.26 0.03
C -0.50848 -4.43186 -0.51138 0.04 0.10 0.14
C -2.06210 -4.30945 1.41640 0.19 0.09 -0.07
O -0.28445 -2.71768 1.16944 0.33 0.32 0.22
H 0.08481 -5.99277 1.66850 0.05 -0.03 0.04
H 0.30108 -4.66535 2.83979 -0.02 0.00 0.00
H 1.36923 -4.78140 1.43387 0.01 -0.01 0.01
H -0.86303 -5.45416 -0.67636 0.04 0.00 -0.03
H 0.52291 -4.35577 -0.86364 0.00 0.04 0.00
H -1.12045 -3.74302 -1.08935 -0.05 0.05 -0.15
H -2.37544 -5.32329 1.15135 -0.04 -0.01 0.07
H -2.70939 -3.59248 0.90596 -0.06 -0.02 0.02
H -2.16758 -4.17346 2.49518 0.00 0.00 -0.02
```
Positions in Å, forces in eV/Å.

The value obtained for the energy is -3358.109738 hartree. Its LUMO energy (alpha / beta) is 2.5 / 2.5 eV. Its largest force on an atom is 0.011 Eh/bohr. The spin multiplicity is 6. Its net charge is -1.

Löwdin population analysis, charges in e, atoms 1 to 2: 0.845 -0.032

=====

[4]
C3H5NO3 | ωB97M-V with the def2-TZVPD basis set

Geometry as XYZ:
```
12
Properties=species:S:1:pos:R:3:forces:R:3
C 0.21811 0.08924 0.55785 0.58 0.17 -1.51
N -1.82273 -0.47704 -0.61382 0.08 -0.22 0.22
C 1.66906 0.63043 -0.17897 -0.72 -0.93 -0.84
C -0.97178 0.42798 -0.19150 0.41 -0.04 0.52
O 0.67863 0.93024 1.46522 0.58 -0.25 0.57
O 0.27913 -1.32773 0.69724 -0.21 0.94 0.22
O 2.50831 -0.21765 -0.36860 -0.51 0.56 0.76
H 1.21926 -1.56540 0.71788 0.02 0.11 -0.08
H -2.73812 -0.22546 -0.96410 0.38 -0.13 -0.18
H -1.62046 -1.43281 -0.32139 -0.18 0.20 -0.18
H 1.78513 1.69552 -0.43315 -0.52 -0.34 0.43
H -1.20453 1.47266 -0.36667 0.09 -0.06 0.07
```
Positions in Å, forces in eV/Å.

The value obtained for the energy is -397.686773 hartree. Its LUMO energy (alpha / beta) is -0.4 / -0.4 eV. Its largest force on an atom is 0.032 Eh/bohr. The spin multiplicity is 1. Its net charge is 0.

natural (NBO) population analysis, charges in e, atoms 1 to 2: 0.350 -0.696

=====

[5]
C24H38BCl2N6O7SV | ωB97M-V with the def2-TZVPD basis set

Geometry as XYZ:
```
80
Properties=species:S:1:pos:R:3:forces:R:3
V 0.16647 -0.06770 0.12036 -0.15 -0.29 0.18
C -0.89236 1.55949 4.13492 0.04 0.04 -0.08
C -2.19588 1.60329 3.33389 0.09 -0.03 0.03
C -2.24874 2.76000 2.34266 -0.09 0.01 0.01
C -2.43776 0.26520 2.69807 -0.03 -0.08 0.10
C -3.25576 -0.73021 3.25748 -0.07 0.07 -0.07
C -3.21019 -1.76510 2.35342 0.07 -0.04 0.01
N -2.39739 -1.40625 1.35079 -0.29 0.17 -0.16
N -1.90357 -0.15957 1.55123 0.28 -0.17 -0.04
B -2.18626 -2.20572 0.04512 0.16 -0.03 0.16
N -2.30639 -1.28783 -1.17799 -0.02 0.01 0.02
C -3.24448 -1.39902 -2.13027 0.04 -0.01 -0.01
C -3.15717 -0.30594 -2.95640 -0.01 0.03 0.01
C -2.11370 0.47016 -2.41837 0.01 -0.03 0.02
N -1.59769 -0.14347 -1.35311 0.26 0.15 -0.04
C -1.67355 1.82097 -2.91899 -0.04 -0.01 -0.03
C -2.90538 2.68975 -3.19758 0.01 -0.02 -0.03
C -0.74725 2.54347 -1.95852 -0.01 0.02 -0.02
N -0.83009 -2.92612 0.09439 -0.10 -0.11 -0.32
C -0.64160 -4.18384 0.50858 0.06 -0.01 0.06
C 0.69466 -4.47794 0.36550 -0.07 0.02 -0.07
C 1.26840 -3.31585 -0.17673 0.03 -0.12 0.07
N 0.33163 -2.37273 -0.32811 -0.09 0.24 0.24
C 2.73110 -3.23805 -0.52434 0.01 0.03 0.06
C 3.52265 -2.43209 0.50971 0.01 0.05 -0.03
C 3.02540 -2.80087 -1.96794 -0.05 0.02 -0.05
H -0.67451 2.52737 4.59444 -0.01 -0.01 0.03
H -0.06212 1.28405 3.48171 0.03 0.03 0.00
H -0.94956 0.81177 4.92784 0.01 0.00 -0.01
H -3.02510 1.74329 4.03558 0.04 -0.03 0.05
H -1.46166 2.68033 1.60148 0.11 -0.02 -0.10
H -2.14181 3.71350 2.86793 0.01 -0.01 -0.01
H -3.20467 2.76869 1.81483 0.01 0.01 0.01
H -3.81743 -0.67150 4.17465 -0.01 0.01 -0.01
H -3.69945 -2.72487 2.34138 -0.02 0.01 -0.01
H -3.05112 -3.04360 -0.01240 0.00 0.00 0.00
H -3.90804 -2.24719 -2.13914 -0.01 0.00 0.00
H -3.76425 -0.08535 -3.81694 -0.01 0.00 0.01
H -1.15323 1.66961 -3.87185 0.04 -0.02 0.03
H -3.45637 2.86212 -2.27010 0.00 0.00 0.00
H -3.58615 2.22648 -3.91264 0.00 0.01 -0.01
H -2.59879 3.65829 -3.59676 0.00 0.00 0.00
H -1.25579 2.73121 -1.01138 0.01 -0.01 0.02
H -0.43934 3.50443 -2.37377 -0.01 0.00 0.00
H 0.16584 1.99253 -1.75476 -0.04 0.01 -0.03
H -1.47133 -4.77259 0.86370 0.00 -0.01 -0.02
H 1.20094 -5.40097 0.59159 0.00 -0.01 -0.01
H 3.05919 -4.27854 -0.43801 0.01 0.01 0.04
H 3.19642 -1.39343 0.52229 0.02 -0.05 -0.02
H 4.58678 -2.45073 0.26406 0.01 -0.02 0.00
H 3.38863 -2.85100 1.50954 0.01 0.03 0.02
H 3.45384 -1.80579 -1.99621 0.03 0.05 0.02
H 2.12402 -2.79896 -2.58154 -0.01 -0.03 -0.01
H 3.74966 -3.47570 -2.42895 -0.01 -0.01 0.00
O 1.59184 4.15188 0.01232 0.03 0.02 -0.14
Cl 2.77151 0.71623 -2.10175 -0.02 -0.36 -0.01
O 4.18279 0.47665 -1.79299 -0.02 0.08 -0.04
O 2.50686 2.15148 -2.06979 -0.02 0.18 0.07
O 2.02124 0.09460 -0.93503 -0.14 0.10 -0.05
Cl 1.82193 -3.05386 4.78471 -0.01 0.01 0.02
C 0.83466 -2.11242 3.62755 0.00 -0.02 0.02
C 1.57372 -0.92444 2.99684 -0.01 -0.05 0.03
O 2.44438 -0.32180 3.61870 0.02 -0.03 -0.04
O 1.12497 -0.66127 1.84269 0.07 0.35 -0.05
H -0.02207 -1.72669 4.18002 -0.03 -0.01 -0.04
H 0.48855 -2.79242 2.85401 0.04 -0.01 0.00
O 0.54283 2.02544 0.74712 -0.02 0.10 0.09
S 1.59589 3.02998 0.91036 -0.12 -0.13 0.09
C 1.52050 3.66813 2.58331 0.03 0.02 0.02
C 2.55323 2.86190 3.35462 0.02 -0.03 0.01
C 3.74779 2.68879 2.40878 -0.03 0.02 -0.03
C 3.18262 2.21281 1.06873 0.06 0.05 0.01
H 0.49506 3.59651 2.93635 0.01 -0.05 0.00
H 1.81097 4.71524 2.48989 -0.04 0.01 0.01
H 2.18025 1.86830 3.59572 -0.07 -0.06 0.05
H 2.82826 3.35822 4.28583 0.02 0.03 -0.02
H 4.43507 1.94033 2.79942 0.04 0.02 -0.02
H 4.28410 3.63366 2.28396 0.01 -0.01 0.00
H 2.96946 1.14553 1.08454 -0.04 -0.03 0.01
H 3.77018 2.45994 0.18777 -0.02 -0.03 0.02
```
Positions in Å, forces in eV/Å.

The value obtained for the energy is -4080.073620 hartree. Its LUMO energy (alpha / beta) is 2.5 / 2.5 eV. Its largest force on an atom is 0.007 Eh/bohr. The spin multiplicity is 4. Its net charge is -1.

Löwdin population analysis, charges in e, atoms 1 to 2: 0.849 -0.050

=====

[6]
C28H35NO3P3Re | ωB97M-V with the def2-TZVPD basis set

Geometry as XYZ:
```
71
Properties=species:S:1:pos:R:3:forces:R:3
Re -0.13774 1.00043 -0.46805 -0.32 -0.80 1.02
C 1.92112 3.84131 0.14479 -0.10 -0.11 0.03
P 0.43651 3.37151 -0.78043 0.38 0.51 -0.19
C -0.91140 4.51299 -0.36088 0.04 -0.28 0.03
C 0.82299 3.63714 -2.56199 -0.06 -0.18 0.12
C -0.00187 2.71857 -3.45658 -0.10 -0.09 0.23
P 0.10282 0.97674 -2.89906 0.29 0.29 -0.93
C -1.06174 0.09175 -3.96173 -0.13 -0.02 0.34
C 1.75229 0.38420 -3.37572 -0.09 0.02 0.25
H 2.21928 4.84552 -0.16180 -0.05 0.05 -0.06
H 2.73682 3.15334 -0.07437 0.00 -0.05 -0.02
H 1.74443 3.85377 1.21911 -0.10 -0.05 0.03
H -0.54424 5.53863 -0.44502 0.08 -0.06 -0.04
H -1.25706 4.35335 0.66047 0.02 -0.03 0.01
H -1.73835 4.37232 -1.05784 -0.02 -0.01 0.00
H 1.89012 3.46646 -2.71887 0.03 0.02 0.15
H 0.62452 4.68306 -2.81153 0.04 0.01 0.14
H 0.36032 2.76957 -4.48674 -0.08 -0.06 0.00
H -1.06067 2.99300 -3.44861 0.01 -0.06 -0.04
H -0.89258 0.44432 -4.98173 0.10 0.02 0.01
H -2.08494 0.32953 -3.68195 -0.07 0.00 0.03
H -0.89282 -0.98086 -3.92686 0.04 -0.06 0.01
H 1.85489 0.48026 -4.45783 -0.03 0.05 -0.02
H 1.87840 -0.66397 -3.11034 -0.01 -0.07 0.04
H 2.53508 0.95581 -2.88033 0.05 0.04 0.00
O -1.39586 0.92752 1.64431 1.05 0.12 -0.22
C -2.36339 1.20019 0.92624 -0.43 0.27 -0.27
C -3.81429 1.34304 1.20900 -0.32 0.03 0.26
C -4.41705 1.63980 -0.16997 -0.33 0.05 0.02
C -3.24217 1.72862 -1.11312 -0.23 0.21 -0.78
O -3.18739 1.99987 -2.28207 -0.16 0.00 0.03
N -2.08968 1.43940 -0.38533 0.48 -0.27 0.26
H -3.97253 2.15685 1.92069 0.08 -0.01 0.04
H -4.21929 0.44893 1.68408 0.10 -0.04 0.01
H -4.98865 2.56914 -0.19619 0.06 -0.02 -0.06
H -5.09815 0.85555 -0.50840 0.08 0.04 -0.06
O 1.54950 0.08701 0.29094 -0.64 2.53 -1.35
P 1.14440 -1.18631 1.02645 0.72 -3.73 2.31
C 2.30444 -2.51756 0.60586 -0.75 0.81 -0.02
C 3.64765 -2.19887 0.42814 0.01 0.03 -0.19
C 4.54542 -3.20734 0.11934 -0.03 0.07 0.21
C 4.10826 -4.52160 0.03982 0.01 -0.12 0.00
C 2.76293 -4.82937 0.19516 -0.04 -0.03 0.16
C 1.85512 -3.82946 0.50405 0.01 -0.07 -0.33
C 1.09874 -1.06424 2.83191 -0.08 0.13 -0.90
C 0.79609 -2.25000 3.50953 -0.05 0.06 -0.09
C 0.61038 -2.22891 4.87899 0.24 0.06 -0.10
C 0.78409 -1.03820 5.57178 0.01 0.05 -0.04
C 1.08724 0.13554 4.89440 0.11 0.04 0.10
C 1.26899 0.13018 3.52033 -0.36 -0.05 0.02
C -0.51292 -1.68125 0.43701 0.64 0.70 0.08
C -1.56438 -1.95159 1.30830 -0.21 -0.01 0.11
C -2.77743 -2.38681 0.80209 0.14 0.04 0.17
C -2.94772 -2.55223 -0.56529 0.09 0.09 -0.16
C -1.90396 -2.28796 -1.43874 -0.21 0.04 -0.11
C -0.68306 -1.84603 -0.94665 0.16 0.13 -0.15
H 3.98468 -1.17635 0.51993 0.09 0.08 -0.01
H 5.58558 -2.96975 -0.03630 0.12 0.00 0.05
H 4.82564 -5.31632 -0.11885 -0.04 0.02 -0.19
H 2.41599 -5.84517 0.07896 0.04 -0.09 0.09
H 0.80815 -4.07270 0.62877 -0.07 -0.05 -0.01
H 0.71153 -3.18346 2.96904 -0.04 -0.08 0.00
H 0.35895 -3.13669 5.40216 0.04 -0.12 0.09
H 0.71144 -1.03507 6.64910 -0.16 0.07 0.06
H 1.17413 1.05893 5.44555 0.16 0.07 0.05
H 1.51443 1.04374 2.99824 0.01 0.09 -0.04
H -1.43407 -1.82511 2.37294 0.01 0.03 0.04
H -3.58415 -2.61814 1.47911 -0.12 -0.04 0.09
H -3.89172 -2.90104 -0.94911 -0.14 -0.12 -0.08
H -2.03857 -2.47357 -2.49122 0.00 -0.01 -0.17
H 0.17647 -1.76200 -1.60711 0.03 -0.09 -0.03
```
Positions in Å, forces in eV/Å.

The value obtained for the energy is -2469.929998 hartree. Its LUMO energy (alpha / beta) is -10.4 / -11.7 eV. Its largest force on an atom is 0.086 Eh/bohr. The spin multiplicity is 4. Its net charge is +3.

Löwdin population analysis, charges in e, atoms 1 to 2: 1.422 -0.198